No. 1
ORCA calculation (ωB97M-V/def2-TZVPD) on a molecular structure, C25H35BrN8O5Pb.

The value obtained for the highest occupied orbital energy is -6.41 eV. As for the multiplicity: 1. For the total energy, the calculation gives -123936.291 eV. For the HOMO-LUMO gap, the calculation gives 7.0 eV. The relative energy (zero: lowest compared OMol25 entry of this formula, charge and spin) comes out at 89.5 kcal per mole. For the LUMO energy, the calculation gives 0.0212 Eh.

Last column: Löwdin charge in e.
Cartesian coordinates (Å):
Pb: 0.225443 0.327807 -0.036738  1.42
H: 4.102310 -3.415774 -0.721250  0.11
H: -1.987736 5.965924 -0.956621  0.13
C: -3.574331 2.923516 -3.800034  -0.05
H: -1.747417 -3.404651 3.024694  0.13
C: 2.804722 -4.177610 0.774623  -0.11
H: -2.692274 -1.485205 -2.431902  0.07
C: -0.563991 -2.766381 1.739259  -0.45
H: -2.484025 -2.944322 -3.976525  0.10
C: 2.299574 1.053125 4.819718  -0.11
C: 1.523173 2.863233 6.140969  -0.04
H: -0.209120 2.953406 0.136156  0.00
H: -2.670077 2.867465 -4.415107  0.10
C: -2.114543 -0.824258 -1.801930  -0.25
H: 2.820165 1.713947 8.135862  0.07
H: 0.509881 2.962548 2.922630  0.06
C: 0.889247 3.349610 5.008620  -0.06
H: -2.356747 0.648297 -3.320817  0.11
H: 0.316899 4.267342 5.034894  0.10
H: -4.286341 5.248892 -2.340383  0.12
C: 2.429335 -1.974078 -0.331977  -0.51
H: -3.631528 0.607694 -2.094131  0.12
H: -2.231432 -4.611548 -3.459512  0.09
H: 0.194055 -3.990146 -4.515431  0.13
H: 4.097974 -2.082473 1.200037  0.10
C: 2.962832 1.096596 7.249529  -0.06
C: 0.189394 -4.190483 -3.435683  -0.14
N: 1.191724 -2.385166 -2.445643  -0.03
H: 2.339462 -3.827545 -3.446153  0.13
H: 2.859743 0.128828 4.706781  0.12
H: -2.437838 -0.998049 -0.769215  0.10
O: -1.363959 -1.940918 1.367349  0.04
H: 4.035109 1.015104 7.064976  0.08
H: -0.712819 4.541638 0.741747  0.08
O: 0.922224 1.907961 -2.216376  -0.25
C: -1.049154 3.620221 0.278978  -0.52
H: 1.339664 1.625995 -3.037363  0.06
C: 2.224044 -1.602024 -1.809949  -0.11
N: -1.734131 3.881316 -0.908523  -0.12
C: 1.578340 -4.035336 1.487163  -0.05
O: -0.848841 -3.622695 2.737633  0.11
C: -3.273228 4.848590 -2.314364  -0.14
H: 3.164345 -1.735064 -2.355621  0.14
N: -0.676395 -1.051071 -1.910315  0.00
C: -0.164506 -2.173195 -2.324515  -0.31
H: -2.841284 -3.448757 -2.303547  0.09
H: 2.592814 0.095057 7.473741  0.08
C: -2.585882 5.055657 -0.977420  -0.13
H: 1.231351 -4.771802 2.191603  0.09
H: -3.297873 5.072526 -0.144437  0.12
C: 3.212876 -3.248934 -0.120448  -0.10
H: 1.684649 -4.360824 -1.882208  0.12
H: 3.401818 -5.071770 0.921676  0.11
Br: -2.198755 2.767700 1.692438  0.56
C: 3.027760 -0.741902 0.409752  -0.03
H: 1.995850 -0.539870 -1.894819  0.07
N: -0.781857 -3.345884 -2.754833  -0.08
C: 1.479597 -3.768143 -2.778200  -0.12
H: -2.694132 5.307729 -3.125479  0.13
C: 1.009428 2.638141 3.827315  -0.16
H: 1.451947 3.393325 7.083870  0.11
N: -1.903687 1.635682 -1.505719  0.05
C: 0.812008 -2.937183 1.163203  -0.25
N: 1.131377 -1.978965 0.307946  -0.02
C: -2.159864 -3.572490 -3.139613  -0.06
N: -3.289495 3.394837 -2.452734  -0.08
N: 1.695009 1.502297 3.726663  0.07
H: -0.044848 -5.242122 -3.274458  0.12
C: 2.252391 1.684325 6.061985  -0.26
C: -2.543537 0.567982 -2.245018  -0.23
C: -2.292297 2.838431 -1.655724  -0.37
H: -4.065490 1.956157 -3.798213  0.07
O: 1.828154 1.395583 -1.189871  -0.52
O: 3.937010 -1.095764 1.248687  0.05
H: -4.254264 3.637918 -4.261680  0.09

Forces on the atoms, in the same order (eV/Å):
0.37 -0.22 0.36
-0.02 0.00 0.00
-0.02 0.00 0.04
0.04 0.02 0.01
0.00 -0.01 0.01
0.12 0.06 -0.02
-0.09 -0.14 -0.02
0.03 0.02 0.07
0.00 -0.01 0.00
0.01 -0.01 0.01
0.04 -0.07 0.00
-0.02 -0.08 -0.05
0.00 0.01 0.00
0.09 0.02 -0.01
0.00 0.00 0.00
0.01 0.11 0.03
0.04 0.07 -0.04
0.09 0.00 0.02
-0.02 -0.01 0.02
0.00 0.01 0.00
0.52 -0.06 -0.07
0.00 0.00 -0.07
-0.01 0.01 0.00
0.01 0.02 -0.01
0.06 0.10 -0.02
0.01 0.01 0.00
-0.02 -0.02 0.04
-0.07 0.01 -0.17
0.01 0.00 0.02
-0.01 -0.01 -0.01
0.05 0.04 0.03
-0.01 -0.02 -0.01
0.00 0.00 0.00
-0.01 0.03 -0.06
-0.08 0.42 -0.22
0.12 0.02 0.16
0.14 -0.09 0.05
0.05 0.15 -0.01
-0.12 0.04 0.06
-0.07 0.08 0.04
0.00 0.01 -0.04
0.04 -0.04 -0.01
-0.09 -0.15 -0.06
0.14 -0.15 -0.10
-0.08 0.07 -0.07
-0.02 0.04 0.04
0.00 0.00 0.00
-0.02 0.03 -0.02
0.00 -0.01 0.00
-0.03 -0.04 -0.03
-0.08 -0.06 -0.05
-0.02 0.01 0.00
-0.01 -0.01 -0.01
0.02 0.10 -0.05
-0.35 -0.05 -0.05
-0.05 0.02 0.06
-0.02 0.03 0.08
0.00 -0.02 -0.01
0.01 -0.01 0.01
-0.09 -0.13 -0.04
0.00 0.01 0.00
-0.17 0.18 -0.04
-0.03 -0.07 0.16
-0.19 0.19 -0.17
0.01 0.05 -0.01
-0.12 -0.01 -0.04
0.03 -0.04 0.00
0.00 0.00 -0.01
-0.03 0.03 -0.02
-0.06 0.03 0.01
0.21 -0.20 0.00
0.01 0.00 0.00
-0.35 -0.16 -0.06
0.12 -0.12 0.33
-0.01 0.00 0.01

---

No. 2
ORCA calculation (ωB97M-V/def2-TZVPD) on a molecular structure, C25H35Cl2EuN4O3Se.

The value obtained for the highest occupied orbital energy (spin up / spin down) is -0.98 / -1.46 eV. As for the multiplicity: 8. For the total energy, the calculation gives -148314.352 eV. For the HOMO-LUMO gap (spin up / spin down), the calculation gives 3.0 / 3.5 eV. As for the charge: -1. For the LUMO energy (spin up / spin down), the calculation gives 0.0753 / 0.0752 Eh.

Last column: Mulliken spin population.
Cartesian coordinates (Å):
C: 3.800040 0.795951 -6.569574  0.23
H: -0.225839 -3.289705 4.772294  0.00
H: -0.307867 2.292801 3.249589  0.00
Cl: 0.867836 3.570361 -1.787725  0.00
H: -5.872650 -1.522331 4.449035  0.00
C: 4.535679 1.516295 -5.617919  -0.09
H: -3.372782 -1.846347 -4.989230  0.00
C: -0.564705 2.957517 0.803342  -0.01
H: -0.897347 3.463471 -0.135741  0.01
H: 5.254766 -0.766892 -1.808333  0.02
C: -1.757680 0.185289 -4.540304  -0.01
H: -2.028079 -0.059061 -5.576026  0.00
C: 3.171880 -0.483053 0.867330  -0.11
C: 2.843289 -0.149436 -6.144692  -0.12
H: -0.771604 -0.254082 -4.324803  0.01
C: -0.245781 -2.605388 3.918345  0.00
C: 2.589904 -0.334642 -4.783445  0.19
H: 0.335689 5.735572 2.139137  0.00
H: -5.784765 -2.459321 6.822964  0.00
Se: -1.290263 -1.821405 0.956985  0.00
C: 4.292520 1.324756 -4.256948  0.16
C: 3.371281 -0.940010 2.305560  0.11
O: 1.512199 0.561780 -2.248457  0.25
C: 2.738786 0.577177 -2.432731  0.37
H: 0.474066 -1.799975 4.094583  0.00
O: -2.838325 1.470998 -2.311024  0.00
N: -1.601908 -2.115008 3.768806  0.00
Cl: -0.527680 -1.443318 -1.857633  0.00
H: 3.422777 0.733129 -1.556671  0.07
H: 4.911354 1.831800 -3.514068  0.01
H: 3.970019 0.979417 -7.641082  0.03
H: 1.894064 -1.111797 -4.453708  0.01
C: -4.881270 -2.328416 6.235924  0.00
H: 5.269398 2.263961 -5.953352  -0.01
H: 2.268378 -0.706072 -6.901572  -0.01
C: -3.259192 0.330072 -2.611864  0.00
H: 5.362703 -2.127461 -0.604357  0.05
H: 2.147266 -0.109124 0.671479  0.04
H: 0.539630 3.822999 3.658171  0.00
C: -2.456228 -2.628086 6.081962  0.00
O: -0.313651 1.725391 0.803187  0.01
C: -0.404961 5.242336 1.510925  0.00
C: -2.170637 -1.767176 2.570113  0.00
C: -3.646255 -2.661872 6.824131  0.00
H: -4.180772 -1.843347 -3.364647  0.00
C: -0.348485 3.382404 3.196709  0.00
C: -3.232108 -1.726403 -3.907443  0.00
N: -0.420773 3.813664 1.807395  0.00
N: -2.795711 -0.356366 -3.661510  0.00
C: 4.693904 -1.383301 -1.074486  0.02
Eu: -0.476115 1.300018 -1.548950  4.99
H: 4.268833 -1.560635 2.409332  -0.01
H: 3.445123 -0.083610 2.979397  -0.01
H: -1.486977 -2.975867 6.448743  0.00
C: -2.552742 -2.124252 4.799564  0.00
H: 0.052865 -3.138629 3.013968  0.00
H: -4.177231 -1.261376 2.175637  0.00
H: -2.496948 -2.438272 -3.503340  0.00
N: -3.490351 -1.515824 2.882136  0.00
C: -4.954427 -1.836917 4.932574  0.00
C: 3.989204 -0.484413 -0.171800  0.81
H: -0.144551 5.340330 0.456317  0.00
H: -3.613141 -2.965541 7.871772  0.00
H: 2.499014 -1.520357 2.616669  -0.01
H: -1.687049 1.268534 -4.425978  0.00
H: -1.223111 3.751396 3.744126  0.00
H: 3.910446 -1.921811 -1.655863  0.00
H: -1.386762 5.690736 1.689862  0.00
C: 3.235659 0.500253 -3.819763  -0.03
C: -3.759071 -1.750928 4.225897  0.00
H: -4.022777 -0.210583 -1.998924  0.00

Forces on the atoms, in the same order (eV/Å):
-0.25 -0.02 -0.52
0.05 0.08 -0.18
0.04 0.19 -0.10
0.32 1.22 -0.24
-0.09 -0.24 0.21
0.06 -0.14 0.50
-0.08 -0.16 0.31
0.31 -1.29 -1.06
0.23 -0.22 0.60
-0.03 -0.65 0.24
0.07 -0.17 -0.04
0.06 0.14 0.20
-0.12 0.55 -0.35
0.10 0.18 0.28
-0.30 -0.02 0.11
0.05 -0.08 0.17
-0.22 0.35 -0.72
0.07 -0.02 -0.09
0.08 0.18 -0.07
-1.02 0.37 0.55
0.64 0.10 -0.68
0.22 -0.24 -0.49
-1.56 -0.59 0.68
2.54 0.51 -2.25
-0.18 0.00 -0.06
-0.89 -0.93 -0.02
-0.08 0.05 0.53
-0.17 -0.78 -0.40
-0.35 0.31 -0.88
-0.34 0.15 -0.14
-0.14 -0.13 0.52
0.06 0.45 0.00
0.40 0.24 0.26
-0.22 -0.45 0.23
0.38 0.09 0.42
0.76 0.34 -0.22
-0.13 0.24 -0.03
0.43 0.37 0.21
0.01 -0.20 0.06
-0.28 0.36 0.36
-0.77 1.83 1.19
-0.44 -0.43 -0.13
0.37 -0.49 0.35
0.07 -0.19 -0.18
0.20 -0.27 -0.34
0.28 0.22 -0.20
-0.03 0.36 0.42
-0.13 -0.02 0.75
-0.43 0.19 -0.11
0.66 0.51 -0.96
0.05 -0.77 -0.27
-0.10 0.14 0.05
0.06 0.01 -0.01
-0.50 0.20 0.17
0.79 -0.69 -0.72
-0.12 0.10 0.04
0.52 -0.16 0.32
-0.11 0.23 -0.22
-0.27 0.40 -0.41
0.42 0.07 -0.15
-1.21 -1.56 1.61
0.09 0.23 0.09
-0.09 -0.09 -0.36
0.01 -0.03 -0.02
-0.16 -0.13 -0.02
0.01 -0.08 -0.07
0.51 0.26 0.31
0.05 0.09 0.07
-0.13 -0.38 1.59
-0.43 -0.10 -0.26
0.41 0.40 -0.44

---

No. 3
ORCA calculation (ωB97M-V/def2-TZVPD) on 3 unconnected molecules or ions with the total composition C25H35INO8PS.

Its SMILES is C#Cc1c(CCCCC)c(S(C)(=O)=O)c(P(O)O)c2c1C(=O)N(C[C@@H](C)I)C2=O.CC(C)=O.CC(C)=O. The value obtained for the highest occupied orbital energy is -8.66 eV. As for the multiplicity: 1. For the total energy, the calculation gives -72567.097 eV. For the HOMO-LUMO gap, the calculation gives 6.4 eV. For the LUMO energy, the calculation gives -0.0836 Eh.

Last column: Löwdin charge in e.
Cartesian coordinates (Å):
H: 1.598623 3.512365 -3.087449  0.07
C: 0.737532 -0.977555 1.682609  -0.03
H: -4.754118 1.399781 2.057651  0.13
O: 3.592499 3.027304 -1.437290  -0.41
H: -6.329700 2.506060 -1.108101  0.08
H: -1.803990 2.621574 4.182537  0.08
C: -0.337492 -2.086928 -5.432393  -0.03
H: -2.489408 4.738621 2.675099  0.07
H: 3.077676 0.079019 -2.768456  0.08
C: -4.503894 0.480100 1.377849  -0.20
H: 2.210397 -5.307661 -0.747489  0.08
H: -0.077728 -3.139125 -5.590435  0.08
H: 0.815861 -4.603569 3.847490  0.07
I: -4.410980 0.111730 -1.846097  0.75
H: 3.537692 -1.555546 2.290159  0.13
H: -2.930861 2.182310 5.485258  0.09
H: 2.998515 -4.860084 -2.482396  0.08
C: 4.503710 -3.230045 -0.602265  -0.23
H: 5.533751 -2.908124 -0.117332  0.12
O: -2.648546 -1.240318 3.121532  -0.01
C: 3.450097 -1.340234 1.121199  -0.15
C: 4.536943 -4.885814 -0.707094  -0.26
C: 0.581716 1.715663 -0.131874  -0.20
H: 0.257732 -1.473543 -6.113504  0.09
H: -7.268291 1.937581 0.431002  0.09
H: -1.921038 3.635022 5.658998  0.09
C: -0.691018 -0.202001 1.534538  0.04
H: -0.061429 -0.161193 -2.535517  0.07
H: 4.809612 -0.415788 -1.959578  0.07
C: -0.327661 -0.290887 -3.589887  -0.03
C: -5.437639 0.609854 0.020027  -0.72
C: 0.893061 -3.463715 3.502022  0.08
C: 3.271985 -2.847248 0.417390  -0.21
O: 4.909047 1.604046 0.114186  -0.41
O: 0.428850 -2.524166 -3.213628  0.04
H: 5.503606 -5.276835 -1.253938  0.10
H: 3.238275 -6.612929 -1.693204  0.08
H: -6.324922 -0.180589 0.136953  0.09
H: -1.393110 -0.079581 -3.710127  0.07
C: -2.476416 3.020383 4.946103  -0.02
P: 0.323275 3.307374 -1.209134  0.93
H: -5.638254 2.893021 0.656237  0.08
H: -4.882445 -0.499930 1.943857  0.15
H: -4.018718 5.542763 3.092603  0.09
C: 3.153118 -5.446258 -1.455856  -0.15
H: -1.403338 -1.955630 -5.634806  0.09
O: 1.191716 4.668981 -0.558712  -0.34
C: 2.084919 0.989984 -0.023917  -0.16
H: 1.074603 4.693858 0.436789  0.07
O: -4.745074 3.538163 4.410875  0.04
H: 4.641888 1.098553 -3.121916  0.10
C: -3.558473 3.841227 4.296983  -0.50
H: 4.424989 -0.896861 0.653694  0.09
O: 0.852913 2.879273 -2.820883  -0.36
C: 0.747559 -2.340176 2.635517  -0.05
H: -2.606384 5.752043 4.151625  0.09
H: 2.197437 -2.941605 -0.091769  0.12
C: -2.201138 -0.480056 2.095684  -0.17
H: 4.381042 -2.762651 -1.690889  0.11
O: -2.792708 2.922215 0.556957  -0.02
N: -3.020290 0.381422 1.110896  -0.06
C: -3.132548 5.047137 3.503034  -0.03
H: 0.267971 0.402501 -4.188924  0.08
S: 3.645236 1.609423 -0.833242  0.74
C: -0.756223 1.160022 0.631809  -0.01
C: -6.173325 2.089856 -0.005973  -0.18
C: -2.302198 1.690483 0.721634  -0.23
H: 4.515019 -5.363090 0.381038  0.11
C: 4.092103 0.449276 -2.284794  -0.14
C: -0.036703 -1.707690 -4.007018  -0.49
H: 3.273581 -3.677816 1.273541  0.11
C: 2.101509 -0.403747 0.900516  -0.01

Forces on the atoms, in the same order (eV/Å):
-1.09 -1.37 0.51
-1.48 1.43 -0.25
0.58 -1.67 -1.26
-1.60 -4.31 1.46
0.53 -0.95 2.41
0.15 0.16 0.08
0.16 -0.50 0.03
0.11 0.08 0.11
2.11 0.54 1.17
-1.34 -0.49 0.36
2.04 -0.14 -1.63
-0.06 0.24 0.06
0.18 3.29 -0.88
-0.39 0.24 0.84
-0.04 0.86 -2.57
0.09 0.19 -0.13
0.17 -1.30 2.30
-0.10 -1.06 0.46
-2.12 -0.40 -1.05
2.86 5.19 -7.24
-0.89 -0.78 -0.02
-0.95 -0.27 -0.03
1.32 -2.36 1.90
-0.22 0.08 -0.02
2.34 0.34 -0.82
0.15 -0.04 -0.19
3.13 1.57 -1.70
-0.06 -0.03 -0.19
-1.67 1.71 -0.28
0.20 -0.14 0.40
-1.63 0.52 1.74
-1.38 6.97 -6.86
-0.45 -0.41 0.18
-4.98 -1.19 -2.51
-0.48 0.98 -0.95
-1.99 0.88 0.99
-0.10 2.61 0.52
2.24 1.64 -0.47
0.10 0.15 -0.15
-0.34 -0.36 0.23
-2.01 0.72 -0.64
-0.79 -1.66 -1.42
1.34 2.15 -1.20
0.19 -0.14 0.09
0.40 -0.13 -0.12
0.11 0.17 -0.11
-0.26 -2.27 0.36
-5.10 -3.20 3.34
0.20 -0.18 -1.61
1.48 0.32 -0.18
-1.23 -1.07 2.27
-1.55 -0.33 0.09
-2.06 -0.30 1.22
1.81 2.02 2.23
1.39 -5.91 4.34
0.15 -0.09 -0.11
2.48 0.28 0.89
-1.01 -1.92 2.59
0.24 -0.96 2.42
2.74 -8.30 1.12
0.12 1.35 2.43
-0.43 0.14 -0.12
-0.24 0.08 -0.05
5.96 3.71 0.20
3.09 -2.04 0.68
-0.93 -0.03 -0.41
-0.38 2.94 -0.35
0.29 1.18 -2.20
-0.53 -0.26 -1.38
0.54 -0.99 1.07
0.03 1.95 -1.78
-1.11 0.86 -0.20